(1)
A molecular structure, C39H35N6O6STa in a non-equilibrium geometry. Source: the OMol25 dataset; level of theory: wB97M-V/def2-TZVPD.

## Properties
orbital gap: 0.269 hartree
net charge: 0
HOMO: -7.81 eV
E: -74630.0187 eV

Geometry as XYZ:
```
88
Properties=species:S:1:pos:R:3:forces:R:3:nbo_charge:R:1
Ta -0.28382 -0.26932 0.11224 0.22 -0.10 -0.06 2.357
O -0.21209 1.65860 0.15175 -0.10 1.43 -0.22 -0.791
C -1.07474 2.65262 0.35174 0.51 -0.58 -0.23 0.465
C -1.00790 3.80231 -0.42180 -0.10 0.31 -0.06 -0.297
C -1.91277 4.82560 -0.19589 0.03 0.00 0.00 -0.162
C -2.87920 4.72526 0.80624 0.05 -0.09 0.00 -0.263
C -2.91809 3.58568 1.58871 -0.08 0.13 0.01 -0.137
C -2.02480 2.53802 1.36479 -0.25 -0.26 0.41 -0.227
C -2.03523 1.36784 2.23176 -0.04 0.38 -0.06 0.187
N -1.38323 0.29367 2.00066 -0.08 -0.12 0.10 -0.347
N -1.43601 -0.66963 3.01558 0.02 0.39 -0.40 -0.364
C -0.74547 -1.68263 2.63315 0.44 -0.20 -0.39 0.586
O -0.16564 -1.74298 1.44598 -0.37 -0.44 0.25 -0.774
C -0.51425 -2.82001 3.53938 -0.07 0.00 -0.11 -0.050
C 0.67473 -3.53400 3.43490 0.02 -0.09 0.03 -0.198
C 0.91197 -4.59532 4.29617 -0.06 0.02 0.00 -0.204
C -0.04324 -4.94985 5.24187 0.02 0.02 -0.03 -0.203
C -1.23407 -4.23878 5.33464 0.03 0.02 -0.04 -0.220
C -1.47014 -3.16850 4.48515 0.02 -0.05 0.14 -0.179
H -0.24165 3.87245 -1.18359 -0.03 0.00 0.02 0.227
H -1.85997 5.71950 -0.80528 -0.02 0.00 0.02 0.215
H -3.57951 5.53174 0.97644 0.02 -0.01 0.00 0.218
H -3.64600 3.49247 2.38756 0.01 0.01 -0.02 0.213
H -2.60771 1.40394 3.15537 0.00 0.04 0.00 0.207
H 1.39896 -3.25414 2.67894 -0.03 -0.01 0.02 0.240
H 1.83932 -5.14989 4.22477 -0.02 0.01 0.00 0.214
H 0.13934 -5.78466 5.90706 0.00 0.01 -0.01 0.212
H -1.97895 -4.51912 6.06819 0.01 -0.01 0.00 0.214
H -2.38853 -2.59884 4.54416 0.02 -0.02 -0.01 0.229
N 3.86580 -1.06097 2.09984 -0.11 0.02 -0.06 -0.791
C 2.86767 -0.67022 1.26067 0.27 -0.10 0.19 0.294
S 1.65400 0.37272 1.88065 -0.24 0.21 -0.15 -0.182
N 2.95568 -1.10615 0.03623 -0.57 0.03 -0.09 -0.434
N 1.89412 -0.70966 -0.75294 0.33 -0.14 0.41 -0.293
C 2.10522 -0.84254 -2.01343 -0.04 0.09 -0.25 0.325
C 3.33938 -1.44699 -2.58399 -0.09 -0.02 0.03 -0.024
C 3.65952 -2.77269 -2.30098 -0.01 -0.05 0.03 -0.196
C 4.78256 -3.34792 -2.87189 0.03 0.06 -0.04 -0.203
C 5.60361 -2.60296 -3.71273 -0.04 -0.01 0.02 -0.206
C 5.28882 -1.28164 -3.99336 -0.05 -0.02 0.04 -0.223
C 4.15022 -0.70942 -3.43784 0.06 0.07 -0.03 -0.214
C 1.08415 -0.29760 -2.93169 0.29 -0.10 0.16 0.160
C 1.08511 -0.57898 -4.28852 0.02 0.01 -0.16 -0.238
C 0.13829 0.03810 -5.08885 0.03 -0.03 -0.08 -0.149
C -0.75714 0.92120 -4.51314 0.02 0.03 -0.02 -0.251
C -0.70591 1.11401 -3.14222 0.21 0.10 0.10 0.086
N 0.19053 0.51095 -2.36437 -0.33 -0.20 0.04 -0.428
H 3.96266 -0.59114 2.98093 -0.01 0.00 0.00 0.402
H 4.67410 -1.49237 1.68407 0.02 0.02 0.00 0.399
H 3.01876 -3.33599 -1.63589 0.03 0.02 -0.01 0.257
H 5.02314 -4.38089 -2.65425 0.00 0.01 -0.01 0.214
H 6.48631 -3.05433 -4.14860 -0.01 0.01 0.00 0.213
H 5.92401 -0.69600 -4.64563 -0.01 0.00 0.01 0.214
H 3.89871 0.32147 -3.66223 0.01 -0.02 0.01 0.214
H 1.81121 -1.26632 -4.69953 -0.02 0.02 0.01 0.242
H 0.10809 -0.16378 -6.15204 0.00 0.00 0.01 0.223
H -1.49337 1.44830 -5.10385 0.00 -0.01 0.00 0.225
H -1.40171 1.77288 -2.64613 -0.03 -0.01 0.03 0.230
C -4.31927 -0.42193 -1.23248 -0.14 0.06 -0.09 -0.719
C -2.97411 -0.43096 -0.58624 0.40 0.09 0.22 0.819
O -2.67348 -1.19363 0.33745 -0.02 -0.28 0.11 -0.638
O -2.07665 0.40248 -0.99340 -0.12 -0.30 0.50 -0.771
H -4.87812 -1.30774 -0.94331 0.01 0.01 0.00 0.241
H -4.21337 -0.37285 -2.31638 -0.01 -0.01 0.03 0.232
H -4.85910 0.47146 -0.91049 0.02 -0.02 -0.01 0.240
C -4.72630 -6.57024 -2.20216 0.02 0.01 0.00 -0.630
C -3.54158 -5.68145 -1.92570 -0.02 -0.03 0.00 0.019
C -2.70270 -5.91405 -0.84790 0.01 -0.06 0.04 -0.226
C -1.60737 -5.09963 -0.56722 -0.03 -0.11 0.06 0.029
C -0.75923 -5.41550 0.64140 -0.07 0.10 -0.02 -0.631
C -1.36968 -4.00016 -1.39438 -0.15 0.19 -0.13 -0.117
C -2.20431 -3.73770 -2.49447 0.01 0.02 0.00 0.024
C -1.97304 -2.59160 -3.45111 0.04 -0.03 0.03 -0.621
C -3.26610 -4.59363 -2.74691 -0.03 -0.01 0.02 -0.235
C -0.22506 -3.08750 -1.08534 -0.67 0.77 -0.21 0.818
O 0.88404 -3.47366 -0.83458 0.36 -0.06 0.11 -0.597
O -0.56367 -1.77713 -1.14479 0.39 -1.11 -0.16 -0.844
H -4.68537 -7.48343 -1.60841 0.01 0.03 0.00 0.215
H -4.77129 -6.85224 -3.25562 0.01 0.02 0.02 0.217
H -5.66077 -6.05764 -1.96159 0.02 0.00 0.00 0.219
H -2.89634 -6.76122 -0.19768 -0.01 0.01 -0.02 0.202
H -1.07561 -6.36095 1.08081 -0.01 0.01 0.01 0.207
H -0.86353 -4.63848 1.40447 0.01 -0.04 -0.08 0.229
H 0.29738 -5.47387 0.39120 -0.01 -0.01 -0.03 0.240
H -0.94281 -2.57397 -3.81039 0.02 0.01 0.02 0.216
H -2.15764 -1.62223 -2.98792 0.01 -0.02 0.02 0.223
H -2.62749 -2.69426 -4.31698 0.00 -0.01 0.00 0.206
H -3.89674 -4.40431 -3.61071 0.01 -0.02 0.03 0.200
```
Forces are in eV/Å.

(2)
2 unconnected molecules or ions with the total composition C13H23N3O8 in a non-equilibrium geometry. Source: the OMol25 dataset; level of theory: wB97M-V/def2-TZVPD.

## Properties
orbital gap: 0.362 hartree
net charge: 0
HOMO: -9.41 eV
energy relative to the best compared isomer or geometry (same formula, charge and spin): 0.000 eV
E: -34705.7237 eV
SMILES string: O=C(O)[C@@H]1C[C@H](O)[C@@H](O)CO1.CNC(=O)[C@H](CC(N)=O)NC(C)=O

Geometry as XYZ:
```
47
Properties=species:S:1:pos:R:3:forces:R:3:nbo_charge:R:1
O -2.14709 -6.81759 0.15188 1.10 0.10 1.26 -0.583
C -1.25889 -6.50816 0.93108 -1.59 0.22 -1.76 0.757
O -0.84276 -7.33103 1.92466 0.11 0.82 -0.48 -0.679
C -0.55328 -5.13395 0.79062 -0.09 0.61 0.41 0.003
C -0.36744 -4.45140 2.17005 -0.17 -0.05 0.29 -0.444
C -0.65759 -2.95684 2.10121 -0.53 0.45 0.09 0.092
O -0.51529 -2.38592 3.40186 0.02 0.05 -0.14 -0.720
C -2.08765 -2.72866 1.58676 -0.05 -0.10 -0.46 0.043
O -2.27152 -1.31960 1.36601 -0.24 -0.18 0.06 -0.748
C -2.34691 -3.55227 0.30696 0.27 -0.61 0.39 -0.101
O -1.16896 -4.23127 -0.16342 0.13 -0.79 0.65 -0.504
H -1.37952 -8.13307 1.83009 0.02 -0.02 0.01 0.504
H 0.44518 -5.35074 0.40087 -0.20 0.08 -0.29 0.222
H -1.03730 -4.89928 2.91169 0.08 0.10 0.00 0.221
H 0.65707 -4.61131 2.51976 -0.22 0.06 0.05 0.236
H 0.05761 -2.49033 1.41529 -0.12 0.01 -0.12 0.169
H -0.81388 -1.45790 3.38423 0.13 -0.54 -0.17 0.484
H -2.79481 -3.06094 2.35462 0.17 0.07 0.15 0.177
H -3.18645 -1.11644 1.09242 0.67 -0.22 0.23 0.495
H -3.13495 -4.28576 0.50653 0.06 -0.07 -0.08 0.186
H -2.70979 -2.89361 -0.48799 0.39 -0.17 -0.03 0.211
C 3.82782 5.71077 -2.21819 -0.18 -0.15 0.47 -0.412
N 2.70012 4.80974 -1.99169 -0.34 0.02 -1.05 -0.605
C 2.37542 4.28778 -0.80108 0.84 -0.37 1.06 0.653
O 3.03502 4.51606 0.20919 -0.45 -0.05 -0.30 -0.638
C 1.14795 3.35091 -0.73822 -0.36 -0.53 -0.36 -0.126
C 1.30502 2.22600 0.30474 0.25 0.38 -0.13 -0.497
C 0.02977 1.43742 0.54034 -0.40 1.69 -0.88 0.674
N 0.14587 0.19869 0.95132 0.60 -1.60 0.60 -0.822
O -1.07707 1.91412 0.36313 -0.42 0.76 -0.22 -0.655
N 0.81113 2.76371 -2.04718 1.14 0.47 1.81 -0.626
C -0.22642 3.04144 -2.83544 -1.37 0.41 -1.39 0.680
C -1.28125 4.03834 -2.40144 0.16 -0.30 0.19 -0.726
O -0.30651 2.51425 -3.93269 0.00 -0.28 -0.24 -0.634
H 4.74049 5.26893 -1.81245 -0.08 0.08 -0.02 0.215
H 3.64705 6.66194 -1.71339 0.13 -0.02 -0.04 0.206
H 3.95785 5.88739 -3.28674 -0.15 -0.12 0.13 0.209
H 2.12345 4.56062 -2.78103 0.09 -0.01 0.09 0.407
H 0.32430 3.98047 -0.40034 -0.17 -0.09 -0.18 0.254
H 2.09708 1.54947 -0.01338 0.20 -0.04 0.05 0.208
H 1.59452 2.65650 1.26289 0.19 0.08 -0.02 0.264
H -0.72024 -0.31686 1.06410 0.11 -0.15 0.06 0.436
H 1.04493 -0.21393 1.10509 0.04 -0.22 0.04 0.389
H 1.43433 2.06136 -2.41387 0.05 -0.04 -0.07 0.405
H -0.82629 5.01184 -2.23471 -0.06 0.17 0.15 0.217
H -1.75704 3.68248 -1.48879 0.03 0.13 0.17 0.255
H -2.03309 4.11666 -3.18538 0.22 -0.06 0.00 0.245
```
Forces are in eV/Å.

(3)
2 unconnected molecules or ions with the total composition C2H4NO2 in a non-equilibrium geometry. Source: the OMol25 dataset; level of theory: wB97M-V/def2-TZVPD.

## Properties
orbital gap (spin up / spin down): 0.218 / 0.230 hartree
net charge: -1
HOMO (spin up / spin down): -2.01 / -2.14 eV
energy relative to the best compared isomer or geometry (same formula, charge and spin): 5.192 eV
E: -7720.4203 eV

Geometry as XYZ:
```
9
Properties=species:S:1:pos:R:3:forces:R:3:nbo_charge:R:1
C 0.47796 0.57046 0.33600 -1.87 0.23 0.81 -0.747
C -0.00084 1.58986 -0.52463 -0.82 -2.36 2.54 0.254
N -0.51421 -1.86034 0.41784 0.72 -0.98 1.17 -0.039
O 0.41165 -2.63812 0.22407 -0.66 0.30 -0.26 -0.371
O -1.18165 1.97516 -0.62146 -0.71 0.61 -0.31 -0.762
H -0.13633 0.09532 1.17718 0.87 1.26 -1.54 0.198
H 1.50149 0.29255 0.32759 0.95 -0.14 -0.14 0.160
H 0.74197 2.05061 -1.10645 1.50 0.89 -1.43 0.067
H -1.30004 -2.07550 -0.23015 0.02 0.20 -0.84 0.241
```
Forces are in eV/Å.

> Which of these has the highest E?

C2H4NO2

> Number 2 is which compound?

C13H23N3O8

> What is the formula in the second record?

C13H23N3O8